# 1
Here is an isolated ion of composition CH4N3 and charge +1 at a distorted geometry from OMol25. Energies are from ωB97M-V/def2-TZVPD.

Last column: Löwdin charge in e.
Atoms and positions in Å:
C1 0.085665 0.106995 0.026641  -0.252
N1 -0.839859 -0.417904 -0.714312  0.076
N2 -0.348668 -1.456409 0.222081  0.151
N3 0.905059 0.998318 0.328756  0.248
H1 -1.014556 -0.494593 -1.716199  0.177
H2 -1.205109 -1.488299 0.954179  0.163
H3 0.703442 1.908368 -0.176867  0.197
H4 1.714026 0.843524 1.075722  0.241

Force components x, y, z for each atom (eV/Å):
C -2.9 -6.4 -0.4
N 0.2 1.6 -0.2
N -1.1 2.6 1.7
N 2.2 2.4 1.2
H 0.2 0.0 0.2
H 2.6 0.2 -1.6
H 1.2 -1.0 1.0
H -2.4 0.7 -2.0

Values from the calculation:
**Energy relative to the best compared isomer or geometry (same formula, charge and spin)**: 362.9 kJ/mol
**Total charge**: +1
**Calculated total energy**: -204.36753 Eh
**LUMO energy**: -4.28 eV
**Highest occupied orbital energy**: -15.85 eV
**Gap between HOMO and LUMO**: 11.6 eV
**SMILES**: [NH2+]=C1NN1

---

# 2
Here is an isolated ion of composition CH4N3 and charge +1 at a distorted geometry from OMol25. Energies are from ωB97M-V/def2-TZVPD.

Last column: Löwdin charge in e.
Atoms and positions in Å:
C1 -0.056981 -0.662401 0.062762  -0.006
N1 1.087360 1.532690 0.458049  0.186
N2 0.752262 0.472961 -0.192249  -0.067
N3 -1.261818 -1.003963 0.189843  0.201
H1 1.893751 2.146842 0.047393  0.161
H2 1.214082 -0.077759 -0.974058  0.193
H3 -2.178157 -0.432359 0.193179  0.205
H4 -1.450499 -1.976010 0.215082  0.127

Force components x, y, z for each atom (eV/Å):
C 2.2 0.7 1.5
N 0.0 -0.9 -0.9
N -1.1 -0.4 -0.4
N -2.4 2.6 -0.5
H -1.4 -2.1 0.3
H 0.8 1.9 -0.2
H 1.9 -0.5 -0.2
H 0.0 -1.3 0.4

Values from the calculation:
**Energy relative to the best compared isomer or geometry (same formula, charge and spin)**: 473.5 kJ/mol
**Total charge**: +1
**Calculated total energy**: -204.32540 Eh
**LUMO energy (alpha / beta)**: -6.23 / -6.55 eV
**Highest occupied orbital energy (alpha / beta)**: -15.03 / -14.71 eV
**Gap between HOMO and LUMO (alpha / beta)**: 8.8 / 8.2 eV

---

# 3
Here is an isolated ion of composition CH4N3 and charge +1 at a distorted geometry from OMol25. Energies are from ωB97M-V/def2-TZVPD.

Last column: Löwdin charge in e.
Atoms and positions in Å:
C1 -0.114376 -0.575719 0.123972  -0.203
N1 2.173287 0.411044 -0.472932  0.212
N2 1.261345 -0.365825 -0.211669  -0.115
N3 -0.850065 0.633888 -0.044496  0.363
H1 -0.261008 -1.008048 1.242570  0.208
H2 -0.232890 -1.490844 -0.595881  0.197
H3 -0.893072 1.232361 -0.848032  0.160
H4 -1.083224 1.163141 0.806465  0.177

Force components x, y, z for each atom (eV/Å):
C 1.0 -2.7 0.9
N -4.3 -1.8 0.9
N 4.7 1.0 -0.1
N -0.6 0.9 1.4
H 0.6 1.2 -2.7
H -1.3 1.8 0.9
H 0.2 0.0 -1.3
H -0.3 -0.4 -0.1

Values from the calculation:
**Energy relative to the best compared isomer or geometry (same formula, charge and spin)**: 163.9 kJ/mol
**Total charge**: +1
**Calculated total energy**: -204.28898 Eh
**LUMO energy (alpha / beta)**: -4.66 / -10.04 eV
**Spin multiplicity**: 3
**Highest occupied orbital energy (alpha / beta)**: -13.21 / -17.79 eV
**Expectation value of S²**: 2.010
**Gap between HOMO and LUMO (alpha / beta)**: 8.6 / 7.7 eV

---

# 4
Here is an isolated ion of composition CH4N3O and charge -1 at a distorted geometry from OMol25. Energies are from ωB97M-V/def2-TZVPD.

Last column: Löwdin charge in e.
Atoms and positions in Å:
C1 0.923306 -0.742278 -0.454059  -0.304
N1 -1.787431 1.184947 0.821852  -0.022
N2 -0.441235 -0.511532 -0.140583  -0.101
N3 -0.667411 0.845111 0.250432  -0.522
O1 0.293390 1.651216 0.291351  -0.162
H1 1.491012 -0.492727 0.400270  0.024
H2 1.535917 -0.459825 -1.273772  0.022
H3 1.110011 -1.883881 -0.600894  0.072
H4 -2.457558 0.408969 0.705404  -0.006

Force components x, y, z for each atom (eV/Å):
C 0.5 -3.1 0.8
N -0.2 -0.1 -0.9
N -1.9 2.8 -0.5
N 0.7 -3.0 1.1
O -0.1 0.1 -0.6
H 1.3 0.4 1.2
H -0.2 1.6 -1.6
H -0.9 1.3 0.6
H 0.8 0.1 -0.1

Values from the calculation:
**Energy relative to the best compared isomer or geometry (same formula, charge and spin)**: 7.7 kJ/mol
**Total charge**: -1
**Calculated total energy**: -279.90371 Eh
**LUMO energy (alpha / beta)**: 4.69 / 4.69 eV
**Highest occupied orbital energy (alpha / beta)**: -2.84 / -2.84 eV
**Gap between HOMO and LUMO (alpha / beta)**: 7.5 / 7.5 eV
**SMILES**: C[N-][N+]([NH-])=O

---

# 5
Here is a 2-piece molecular cluster, CH4N3O3 overall at a distorted geometry from OMol25. Energies are from ωB97M-V/def2-TZVPD.

Last column: Löwdin charge in e.
Atoms and positions in Å:
C1 1.468271 -1.734115 0.009118  -0.497
N1 -0.833147 2.020482 0.502621  -0.033
N2 0.005777 0.724739 0.566302  -0.246
N3 0.277185 0.174609 -0.647376  -0.231
O1 2.610519 -1.483850 -0.140801  0.086
O2 0.603751 -2.402903 0.525479  0.032
O3 -0.927695 -0.408688 -1.175102  -0.201
H1 -1.513474 1.661077 -0.178839  0.014
H2 -0.205012 2.455319 -0.127982  -0.002
H3 -0.514281 0.151107 1.238196  0.067
H4 -0.971895 -1.157776 -0.571615  0.012

Force components x, y, z for each atom (eV/Å):
C -0.9 0.3 1.8
N 0.0 -2.5 -0.5
N 0.2 1.0 1.2
N 1.7 -0.3 0.4
O -0.3 0.0 -0.7
O 0.6 0.9 -1.3
O -0.9 -0.4 0.0
H -0.5 0.5 0.3
H 0.8 1.3 -0.6
H 0.0 -0.2 -0.4
H -0.6 -0.6 -0.1

Values from the calculation:
**Energy relative to the best compared isomer or geometry (same formula, charge and spin)**: 175.5 kJ/mol
**Total charge**: -1
**Calculated total energy**: -430.41806 Eh
**LUMO energy**: 4.01 eV
**Highest occupied orbital energy**: -3.02 eV
**Gap between HOMO and LUMO**: 7.0 eV

---

# 6
Here is a 3-piece molecular cluster, CH4N3O3 overall at a distorted geometry from OMol25. Energies are from ωB97M-V/def2-TZVPD.

Last column: Löwdin charge in e.
Atoms and positions in Å:
C1 0.105229 -0.649439 -0.106568  -0.201
N1 1.184167 -0.260871 -0.150753  0.299
N2 -3.503792 -0.245707 -0.283751  0.243
N3 -4.219286 0.577191 -0.099430  -0.259
O1 -4.923496 1.401717 0.254707  0.197
O2 -0.996954 -1.194212 -0.008723  0.267
O3 3.704245 0.377244 -0.053999  0.063
H1 4.331706 -0.317441 0.275660  0.149
H2 2.349399 0.112652 -0.046906  0.125
H3 -1.791915 -0.880600 -0.344273  0.032
H4 3.760699 1.079464 0.564034  0.083

Force components x, y, z for each atom (eV/Å):
C 0.7 0.4 -0.2
N 1.1 0.5 0.3
N 1.2 -1.4 -1.0
N 0.5 -0.5 0.8
O -1.8 1.9 0.1
O 3.0 -2.2 1.7
O -0.5 -1.8 -0.3
H -0.8 0.6 -0.5
H -0.6 -0.9 -0.5
H -3.3 1.7 -1.5
H 0.5 1.5 1.1

Values from the calculation:
**Energy relative to the best compared isomer or geometry (same formula, charge and spin)**: 181.7 kJ/mol
**Total charge**: +1
**Calculated total energy**: -430.12949 Eh
**LUMO energy**: -3.36 eV
**Highest occupied orbital energy**: -15.78 eV
**Gap between HOMO and LUMO**: 12.4 eV

---

# 7
Here is a 2-piece molecular cluster, CH4N3P overall at a distorted geometry from OMol25. Energies are from ωB97M-V/def2-TZVPD.

Last column: Löwdin charge in e.
Atoms and positions in Å:
C1 -2.002214 -0.514050 -0.399915  -0.155
N1 -1.749923 0.572959 -0.416101  0.016
N2 0.793650 -0.541154 -1.038305  -0.387
N3 1.410863 0.460473 1.190933  -0.276
P1 1.254283 0.806983 -0.562509  0.665
H1 -2.850173 -1.358123 -0.318310  0.128
H2 0.781789 -0.879748 -2.031877  0.001
H3 0.647823 0.176332 1.895107  0.055
H4 1.713898 1.276329 1.680975  -0.046

Force components x, y, z for each atom (eV/Å):
C -5.2 -6.0 0.5
N 1.4 4.3 0.0
N -0.1 -2.9 -2.6
N -1.7 0.4 0.4
P 0.9 0.6 2.8
H 3.1 1.8 -0.3
H -0.1 1.0 1.4
H 1.0 -0.3 -2.2
H 0.8 1.0 0.0

Values from the calculation:
**Energy relative to the best compared isomer or geometry (same formula, charge and spin)**: 200.8 kJ/mol
**Total charge**: 0
**Calculated total energy**: -546.04587 Eh
**LUMO energy**: 0.53 eV
**Highest occupied orbital energy**: -8.94 eV
**Gap between HOMO and LUMO**: 9.5 eV
**SMILES**: [H]/N=P/N.C#N

---

# 8
Here is one molecule with the formula CH4N3P at a distorted geometry from OMol25. Energies are from ωB97M-V/def2-TZVPD.

Last column: Löwdin charge in e.
Atoms and positions in Å:
C1 -1.536300 0.102253 -0.173654  -0.578
N1 -2.424209 0.650701 0.300636  0.052
N2 1.094657 1.303658 -0.560295  -0.037
N3 0.432418 -1.354766 0.454640  -0.245
P1 -0.062318 -0.498784 -0.936425  0.743
H1 1.169518 1.411807 0.519777  0.055
H2 0.606950 2.069124 -0.909328  -0.039
H3 -0.366001 -1.574413 1.027605  0.020
H4 1.085289 -2.109584 0.277041  0.029

Force components x, y, z for each atom (eV/Å):
C 1.9 -0.8 -1.3
N -1.6 0.9 0.9
N 2.9 -0.2 3.8
N 0.4 0.5 -0.4
P -2.3 -2.3 -0.8
H -0.1 0.2 -2.1
H -1.2 2.1 -0.7
H 0.3 -0.5 0.3
H -0.2 0.1 0.3

Values from the calculation:
**Energy relative to the best compared isomer or geometry (same formula, charge and spin)**: 115.8 kJ/mol
**Total charge**: 0
**Calculated total energy**: -545.96182 Eh
**LUMO energy (alpha / beta)**: 0.68 / -2.86 eV
**Spin multiplicity**: 3
**Highest occupied orbital energy (alpha / beta)**: -5.96 / -9.80 eV
**Expectation value of S²**: 2.011
**Gap between HOMO and LUMO (alpha / beta)**: 6.6 / 6.9 eV

---

# 9
Here is a 2-piece molecular cluster, CH4N3S overall at a distorted geometry from OMol25. Energies are from ωB97M-V/def2-TZVPD.

Last column: Löwdin charge in e.
Atoms and positions in Å:
C1 -0.605474 0.116803 0.706687  -0.227
N1 2.922508 -0.331168 -0.277060  0.008
N2 0.378411 -0.536594 -0.153913  -0.409
N3 3.139242 -0.511860 0.834371  0.051
S1 -0.954135 -1.384021 -0.158126  1.129
H1 -0.268605 0.062901 1.791410  0.152
H2 -1.110718 0.934647 0.247808  0.095
H3 0.479509 -0.522589 -1.356438  0.227
H4 -1.792238 -1.021739 -1.068518  -0.026

Force components x, y, z for each atom (eV/Å):
C 1.2 0.2 -0.2
N 1.9 -1.1 7.3
N 2.8 0.9 -5.2
N -1.2 1.2 -7.3
S -3.0 -5.3 3.8
H -0.9 0.0 -1.5
H -0.5 0.8 0.4
H 0.6 1.8 4.3
H -1.0 1.5 -1.5

Values from the calculation:
**Energy relative to the best compared isomer or geometry (same formula, charge and spin)**: 149.1 kJ/mol
**Total charge**: +1
**Calculated total energy**: -602.56458 Eh
**LUMO energy**: -5.41 eV
**Highest occupied orbital energy**: -16.59 eV
**Gap between HOMO and LUMO**: 11.2 eV

---

# 10
Here is an isolated ion of composition CH4N3S and charge +1 at a distorted geometry from OMol25. Energies are from ωB97M-V/def2-TZVPD.

Last column: Löwdin charge in e.
Atoms and positions in Å:
C1 -0.732914 0.631427 0.189274  -0.440
N1 2.210639 -0.962113 0.246728  0.334
N2 0.593386 0.686040 -0.299599  0.139
N3 1.476389 -0.121744 -0.107150  0.002
S1 -1.856338 -0.919080 -0.148504  0.735
H1 -0.600434 0.697839 1.222688  0.057
H2 -1.310052 1.624782 -0.200350  0.160
H3 3.011278 -1.428214 -0.206123  0.187
H4 -2.791957 -0.208935 -0.696968  -0.174

Force components x, y, z for each atom (eV/Å):
C -4.8 1.1 -2.1
N 0.3 1.4 0.2
N 5.9 -3.1 0.1
N -3.9 1.5 -0.8
S 2.4 0.8 0.8
H 0.0 0.2 1.8
H 1.6 -2.6 1.0
H -0.6 0.0 -0.4
H -0.8 0.7 -0.7

Values from the calculation:
**Energy relative to the best compared isomer or geometry (same formula, charge and spin)**: 275.6 kJ/mol
**Total charge**: +1
**Calculated total energy**: -602.51640 Eh
**LUMO energy**: -6.89 eV
**Highest occupied orbital energy**: -14.15 eV
**Gap between HOMO and LUMO**: 7.3 eV
**SMILES**: N=[N+]=NCS

---

What did the ninth record say?
Here is a 2-piece molecular cluster, CH4N3S overall at a distorted geometry from OMol25. Energies are from ωB97M-V/def2-TZVPD.

Last column: Löwdin charge in e.
Atoms and positions in Å:
C1 -0.605474 0.116803 0.706687  -0.227
N1 2.922508 -0.331168 -0.277060  0.008
N2 0.378411 -0.536594 -0.153913  -0.409
N3 3.139242 -0.511860 0.834371  0.051
S1 -0.954135 -1.384021 -0.158126  1.129
H1 -0.268605 0.062901 1.791410  0.152
H2 -1.110718 0.934647 0.247808  0.095
H3 0.479509 -0.522589 -1.356438  0.227
H4 -1.792238 -1.021739 -1.068518  -0.026

Force components x, y, z for each atom (eV/Å):
C 1.2 0.2 -0.2
N 1.9 -1.1 7.3
N 2.8 0.9 -5.2
N -1.2 1.2 -7.3
S -3.0 -5.3 3.8
H -0.9 0.0 -1.5
H -0.5 0.8 0.4
H 0.6 1.8 4.3
H -1.0 1.5 -1.5

Values from the calculation:
**Energy relative to the best compared isomer or geometry (same formula, charge and spin)**: 149.1 kJ/mol
**Total charge**: +1
**Calculated total energy**: -602.56458 Eh
**LUMO energy**: -5.41 eV
**Highest occupied orbital energy**: -16.59 eV
**Gap between HOMO and LUMO**: 11.2 eV

---

- Which of these has the lowest energy relative to the best compared isomer or geometry (same formula, charge and spin)?
  CH4N3O

---

- Look up the energy relative to the best compared isomer or geometry (same formula, charge and spin) of the ninth one.
  149.1 kJ/mol